A structure of composition C17H29Cl3ReSi, computed with ωB97M-V/def2-TZVPD.

Geometry as XYZ:
```
51
Properties=species:S:1:pos:R:3:lowdin_charge:R:1
Re -1.077 -0.061 -0.620 0.983
C -1.827 1.704 0.498 -0.129
C -1.112 2.252 -0.630 -0.197
C -1.769 1.729 -1.831 -0.185
C -2.899 0.972 -1.372 -0.024
C -2.932 0.902 0.064 -0.271
C -3.903 0.161 0.960 -0.560
C -4.696 -0.878 0.172 -0.032
C -3.097 -0.521 2.072 -0.024
C -4.865 1.201 1.551 -0.004
C -1.502 1.862 -3.331 -0.529
C -2.349 3.053 -3.825 0.003
C -1.975 0.608 -4.075 -0.043
C -0.022 2.044 -3.680 -0.023
C -0.067 3.364 -0.410 -0.520
C -0.411 4.575 -1.295 -0.012
C -0.122 3.894 1.036 -0.034
C 1.361 2.891 -0.668 -0.069
H -1.597 1.909 1.527 0.125
H -3.546 0.402 -2.019 0.138
H -4.054 -1.636 -0.278 0.071
H -5.307 -0.418 -0.606 0.099
H -5.377 -1.391 0.848 0.108
H -2.323 -1.188 1.659 0.072
H -3.753 -1.150 2.674 0.112
H -2.623 0.196 2.741 0.093
H -5.447 1.687 0.768 0.103
H -4.330 1.965 2.115 0.096
H -5.559 0.705 2.229 0.109
H -3.410 2.877 -3.644 0.103
H -2.209 3.163 -4.901 0.111
H -2.069 3.990 -3.351 0.075
H -3.049 0.444 -4.007 0.091
H -1.445 -0.292 -3.746 0.070
H -1.755 0.741 -5.133 0.109
H 0.401 2.964 -3.304 0.063
H 0.081 2.068 -4.765 0.110
H 0.575 1.197 -3.327 0.090
H -1.455 4.852 -1.156 0.109
H -0.233 4.413 -2.347 0.064
H 0.200 5.422 -0.985 0.109
H -1.086 4.351 1.253 0.112
H 0.639 4.667 1.146 0.113
H 0.091 3.136 1.783 0.053
H 1.493 2.282 -1.562 0.062
H 1.741 2.340 0.234 0.022
H 2.052 3.735 -0.712 0.133
Cl 1.417 0.623 2.398 0.448
Si 1.095 0.362 0.451 -0.207
Cl -1.210 -2.129 -1.308 0.271
Cl 2.669 -0.413 -0.485 0.434
```

Its lowest unoccupied orbital energy (alpha / beta) is -9.57 / -9.32 eV. The calculation puts the frontier orbital gap (alpha / beta) at 7.5339 / 7.4298 eV. As for the charge: +2. Its spin multiplicity is 2. As for the expectation value of S²: 0.759. Its highest occupied orbital energy (alpha / beta) is -17.0997 / -16.7485 eV.